1.
The following is a quantum chemistry calculation of the ion C5H10NO with charge -1 in a non-equilibrium geometry, from the Open Molecules 2025 dataset.

Last column: Mulliken charge in e.
Positions of all 17 atoms, in Å:
C 0.07151 0.45146 -3.05976  -0.221
N 0.87107 1.00653 -2.26798  -0.508
C 1.08955 0.28732 -0.94009  -0.411
C -0.16181 0.19363 0.01321  -0.477
C 0.24923 -0.20139 1.45924  -0.586
C -1.01877 -0.40709 2.43543  -0.504
O -0.76870 -1.21868 3.47147  -0.888
H 0.16041 0.31411 -4.15956  0.230
H -0.70018 -0.29999 -2.70166  0.178
H 1.45651 -0.72293 -1.17994  0.317
H 1.79234 1.00174 -0.55323  0.306
H -0.64080 1.17512 0.01935  0.251
H -0.74536 -0.59397 -0.44825  0.344
H 0.54814 -1.23622 1.41486  0.221
H 0.93260 0.49595 1.94808  0.370
H -1.81862 -0.83307 1.75722  0.177
H -1.31712 0.58748 2.79162  0.200

Output
SMILES: C=NCCCC[O-]
DFT total energy, eV: -8882.2809
ΔE to the lowest compared entry with this formula, charge and spin, kJ/mol: 177.2
HOMO energy, eV: -2.186
Charge: -1
HOMO-LUMO gap, eV: 5.5640



2.
The following is a quantum chemistry calculation of an isolated molecule of C3H4N2OS in a non-equilibrium geometry, from the Open Molecules 2025 dataset.

Last column: Mulliken charge in e.
Positions of all 11 atoms, in Å:
H -1.74644 0.68001 -0.03224  0.438
N -2.15110 -0.27846 0.01759  -0.690
C -1.21276 -1.12355 -0.00803  0.085
N 0.16436 -0.91981 0.03488  -0.248
C 1.10097 0.11227 0.02064  0.335
S 2.70273 -0.32509 -0.02227  -0.284
C 0.71639 1.56666 0.05479  0.055
O -0.41410 2.01193 -0.06684  -0.529
H -1.44384 -2.18733 -0.12908  0.311
H 0.70710 -1.76302 -0.01821  0.166
H 1.57668 2.22637 0.14876  0.361

Output
SMILES: [H]/N=C\NC(=S)C=O
DFT total energy, eV: -19037.4419
ΔE to the lowest compared entry with this formula, charge and spin, kJ/mol: 155.0
HOMO energy, eV: -9.599
HOMO-LUMO gap, eV: 7.8685



3.
The following is a quantum chemistry calculation of a cluster of 6 separate species, C40H92BI2NO20S5 in total in a non-equilibrium geometry, from the Open Molecules 2025 dataset.

Last column: Mulliken charge in e.
Positions of all 161 atoms, in Å:
C 2.52861 -4.50322 -1.19316  -0.876
C 3.42138 -3.16855 -0.80906  -0.226
O 2.48454 -2.16249 -0.24336  -0.117
C 3.30852 -0.99980 0.12156  -0.567
C 2.93970 -0.35203 1.60607  1.079
N 2.56530 -1.50540 2.50810  0.120
C 1.07143 -1.71647 2.61328  -0.042
C 0.30228 -0.74233 3.68380  0.115
C -1.10790 -0.14797 3.04346  0.409
C -1.62611 1.00285 4.13831  -0.937
C -0.88761 0.63891 1.60596  -0.213
C 4.23862 0.52622 2.10475  -0.386
O 4.12986 1.97485 1.87921  -0.052
C 3.94758 2.32120 0.46430  0.699
C 3.78350 3.98631 0.43022  -1.000
C 2.71517 4.51077 -0.69686  -0.126
C 3.43537 5.77917 -1.48519  -0.845
C 2.94215 5.94719 -3.05170  -0.160
C 4.28084 6.51935 -3.87494  -0.497
C 3.82986 7.28237 -5.25676  -0.696
C 3.35874 6.08962 -6.31229  -0.240
C 3.42599 6.63470 -7.85847  -0.512
C 4.00440 5.43199 -8.86530  -0.424
O 3.90519 6.00478 -10.23927  -0.324
C 4.46879 5.08554 -11.24007  -0.632
C 5.21778 1.98437 -0.51371  -0.823
B 4.82272 1.94608 -2.13898  0.761
O 3.54868 1.43638 -2.68274  -0.583
O 5.79560 2.50387 -3.11537  -0.628
C 4.55533 0.35736 3.73908  -0.971
I 3.39077 1.75119 4.98865  -0.155
C 6.14856 0.83650 3.91249  -0.054
C 7.14897 -0.46583 4.04174  -0.832
I 6.28572 1.87801 5.88183  -0.077
H 3.21362 -5.21179 -1.85568  0.324
H 2.25719 -5.13306 -0.22480  0.247
H 1.54511 -4.20135 -1.75334  0.135
H 4.16672 -3.43437 0.08473  0.297
H 3.99728 -2.76758 -1.75346  0.239
H 3.04868 -0.14965 -0.67190  -0.284
H 4.43967 -1.27013 -0.00772  0.438
H 1.99330 0.36430 1.56670  -0.687
H 3.08843 -2.38309 2.29053  0.281
H 0.92407 -2.83168 3.01219  0.416
H 0.60337 -1.71760 1.52623  -0.525
H -0.02504 -1.40807 4.61157  0.171
H 0.92610 0.16987 4.06840  -0.201
H -1.89959 -1.03592 2.96568  0.204
H -1.21023 0.71112 5.21566  0.167
H -2.79698 1.07748 4.16690  0.253
H -1.07918 1.99375 3.83986  0.279
H -1.89979 1.15186 1.31372  0.402
H -0.63374 -0.11068 0.71354  -0.420
H -0.05625 1.46221 1.63580  0.060
H 5.18620 0.02792 1.57639  0.159
H 2.92563 1.92189 -0.00487  -0.136
H 3.33023 4.28925 1.48913  0.281
H 4.84190 4.51102 0.36318  0.457
H 2.42648 3.62516 -1.43405  0.015
H 1.68680 4.89068 -0.24789  0.418
H 3.34835 6.80326 -0.89712  0.274
H 4.60641 5.55715 -1.54268  0.322
H 2.64641 4.94052 -3.57569  0.012
H 2.11012 6.75377 -3.21456  0.362
H 4.82288 7.26219 -3.13243  0.364
H 5.02658 5.61197 -4.04893  0.101
H 2.90663 7.97790 -5.04201  0.230
H 4.69457 7.95578 -5.66992  0.357
H 4.02207 5.12513 -6.14302  0.130
H 2.25070 5.79824 -6.00595  0.211
H 2.30526 6.84066 -8.19653  0.230
H 4.08295 7.60836 -7.94616  0.271
H 3.32689 4.47369 -8.83175  0.310
H 5.13091 5.16727 -8.63691  0.311
H 4.70293 4.00790 -10.81359  0.289
H 3.69576 4.95506 -12.12351  0.215
H 5.46916 5.50226 -11.69764  0.217
H 6.04819 2.83448 -0.42788  0.257
H 5.76326 0.97231 -0.29988  0.202
H 2.97210 2.19289 -3.04540  0.327
H 5.20659 2.78767 -3.90076  0.264
H 4.53008 -0.75560 4.09791  0.377
H 6.47742 1.62802 3.11617  0.424
H 7.83487 -0.30963 5.00357  0.323
H 6.57992 -1.49315 4.17639  0.272
H 7.86140 -0.45928 3.11295  0.262
O 1.20654 -1.31658 8.08208  -0.725
S 2.15691 -2.02412 7.25047  1.269
O 1.82801 -2.46467 5.91097  -0.555
O 2.75216 -3.29105 8.08489  -0.284
C 1.84266 -4.21993 8.65596  -0.342
C 1.30681 -5.18156 7.61241  -0.949
C 3.65857 -1.08150 7.17801  -0.260
H 1.02818 -3.70173 9.17281  0.306
H 2.39641 -4.78604 9.41247  0.280
H 0.66543 -4.66319 6.89348  0.257
H 0.71684 -5.97334 8.08279  0.389
H 2.12587 -5.63598 7.04564  0.249
H 3.94566 -0.79445 8.19188  0.464
H 3.46994 -0.19027 6.57580  -0.448
H 4.43628 -1.68886 6.71056  0.313
O -2.36449 -3.64883 -1.57258  -0.640
S -2.62435 -2.22659 -1.50090  1.200
O -3.29255 -1.62321 -0.36691  -0.560
O -3.38312 -1.75638 -2.86430  -0.288
C -4.56930 -2.43307 -3.25312  -0.315
C -5.76421 -1.96153 -2.44646  -0.971
C -1.10319 -1.35757 -1.78309  -0.492
H -4.44284 -3.51808 -3.17688  0.192
H -4.73798 -2.20131 -4.31012  0.338
H -5.67473 -2.26407 -1.39888  0.263
H -6.69070 -2.38619 -2.84335  0.462
H -5.83715 -0.86928 -2.46214  0.204
H -0.62052 -1.76834 -2.67249  0.420
H -0.46385 -1.50207 -0.90965  -0.294
H -1.32051 -0.29552 -1.91370  0.426
O -4.11982 -6.53226 -6.59775  -0.630
S -2.78401 -7.08850 -6.63820  1.248
O -2.51851 -8.47528 -6.31752  -0.617
O -1.79074 -6.14867 -5.75174  -0.311
C -2.14197 -5.86385 -4.40576  -0.133
C -1.82298 -7.03210 -3.49235  -1.075
C -2.06962 -6.73261 -8.22305  -0.920
H -3.19607 -5.57733 -4.32943  0.249
H -1.54865 -4.99665 -4.09697  0.186
H -2.46920 -7.88784 -3.70928  0.326
H -1.96900 -6.75485 -2.44448  0.383
H -0.78925 -7.36418 -3.63265  0.295
H -2.21435 -5.67350 -8.44685  0.306
H -2.57899 -7.34597 -8.96928  0.370
H -1.00720 -6.98329 -8.19746  0.313
O -7.26235 2.20078 -1.68300  -0.678
S -7.99213 1.39975 -0.72322  1.310
O -7.98027 -0.04760 -0.76246  -0.567
O -9.53985 1.90766 -0.67574  -0.309
C -10.27388 1.97366 -1.88940  -0.327
C -10.75596 0.60110 -2.31899  -0.949
C -7.53802 1.92025 0.91129  -0.987
H -9.68268 2.45086 -2.67795  0.319
H -11.14188 2.61517 -1.70381  0.274
H -9.91579 -0.03752 -2.60747  0.260
H -11.43147 0.67905 -3.17563  0.383
H -11.27734 0.09785 -1.49834  0.259
H -7.60103 3.00916 0.96639  0.341
H -6.51240 1.59468 1.09741  0.367
H -8.21304 1.45442 1.63212  0.320
O -6.12116 0.54499 8.34299  -0.650
S -5.23811 0.04518 7.31060  1.167
O -5.29291 0.53416 5.94884  -0.549
O -5.32008 -1.58217 7.28423  -0.242
C -6.59236 -2.19929 7.15540  -0.347
C -7.07826 -2.16910 5.71879  -0.976
C -3.56427 0.17329 7.88560  -0.895
H -7.32069 -1.73720 7.82997  0.331
H -6.47585 -3.24145 7.47124  0.259
H -7.29964 -1.14600 5.40069  0.283
H -7.98966 -2.76317 5.60620  0.383
H -6.31215 -2.55946 5.04110  0.261
H -3.50228 -0.24754 8.89149  0.346
H -3.29309 1.23093 7.90487  0.391
H -2.91057 -0.36612 7.19714  0.239

Output
DFT total energy, eV: -156452.7675
ΔE to the lowest compared entry with this formula, charge and spin, kJ/mol: 957.8
HOMO energy, eV: -7.673
HOMO-LUMO gap, eV: 7.5288



What did the first record say?
The following is a quantum chemistry calculation of the ion C5H10NO with charge -1 in a non-equilibrium geometry, from the Open Molecules 2025 dataset.

Last column: Mulliken charge in e.
Positions of all 17 atoms, in Å:
C 0.07151 0.45146 -3.05976  -0.221
N 0.87107 1.00653 -2.26798  -0.508
C 1.08955 0.28732 -0.94009  -0.411
C -0.16181 0.19363 0.01321  -0.477
C 0.24923 -0.20139 1.45924  -0.586
C -1.01877 -0.40709 2.43543  -0.504
O -0.76870 -1.21868 3.47147  -0.888
H 0.16041 0.31411 -4.15956  0.230
H -0.70018 -0.29999 -2.70166  0.178
H 1.45651 -0.72293 -1.17994  0.317
H 1.79234 1.00174 -0.55323  0.306
H -0.64080 1.17512 0.01935  0.251
H -0.74536 -0.59397 -0.44825  0.344
H 0.54814 -1.23622 1.41486  0.221
H 0.93260 0.49595 1.94808  0.370
H -1.81862 -0.83307 1.75722  0.177
H -1.31712 0.58748 2.79162  0.200

Output
SMILES: C=NCCCC[O-]
DFT total energy, eV: -8882.2809
ΔE to the lowest compared entry with this formula, charge and spin, kJ/mol: 177.2
HOMO energy, eV: -2.186
Charge: -1
HOMO-LUMO gap, eV: 5.5640



Number 3 is which compound? C40H92BI2NO20S5



Number 1 is which compound? C5H10NO



What is the DFT total energy in the third record? -156452.7675 eV